Record 1
Density functional theory data (ωB97M-V/def2-TZVPD) for a molecular structure, C28H36N3O5SSn.

Calculated values
LUMO (alpha / beta)	-5.06 / -5.06	eV
frontier orbital gap (alpha / beta)	5.880 / 5.879	eV
net charge	+1

Last column: Löwdin charge in e.
Atoms and positions in Å:
Sn  -0.3763  1.3705  -0.8608  1.26
O  -5.9020  -1.5879  -0.9110  0.12
C  -4.7545  -0.8968  -0.8791  -0.25
C  -4.5832  0.2531  -0.1055  0.10
C  -3.3589  0.8755  -0.1355  -0.15
N  -2.3592  0.4048  -0.8784  0.03
C  -2.5179  -0.6828  -1.6333  -0.17
C  -3.7021  -1.3725  -1.6652  0.10
C  -1.2817  -1.0926  -2.4041  -0.57
O  -1.3109  -2.0619  -3.1237  0.10
O  -0.2489  -0.3241  -2.1712  -0.20
C  -3.0327  2.1374  0.6421  -0.59
O  -3.9332  2.7443  1.1877  0.08
O  -1.7759  2.4351  0.6121  -0.22
H  -6.5693  -1.1726  -0.3503  0.13
H  -5.3734  0.6728  0.5046  0.14
H  -3.8079  -2.2535  -2.2818  0.15
C  0.7837  -0.7344  1.4238  -0.02
C  1.0019  -1.7824  0.6076  -0.02
C  2.0564  -1.3050  -0.4815  -0.04
C  2.4113  -0.0538  -0.1303  -0.06
C  1.6754  0.3512  1.0515  -0.17
C  1.9703  1.5254  1.9012  -0.56
C  3.0169  0.9411  2.9031  0.00
C  2.6166  2.6745  1.1235  -0.04
C  0.7501  2.0205  2.6856  -0.03
C  2.6973  -1.9929  -1.6779  -0.51
C  1.8637  -3.0597  -2.3977  -0.03
C  4.0178  -2.6242  -1.1687  -0.02
C  3.0577  -0.9316  -2.7332  -0.04
C  0.3758  -3.1369  0.8482  -0.52
C  -0.3570  -3.1527  2.1958  -0.06
C  -0.6830  -3.4354  -0.2334  -0.01
C  1.4537  -4.2308  0.9122  -0.02
H  0.1623  -0.7272  2.3022  0.12
H  3.1496  0.5573  -0.6212  0.12
H  3.9122  0.5850  2.3911  0.10
H  2.5969  0.1230  3.4892  0.10
H  3.2996  1.7467  3.5824  0.10
H  3.5896  2.3985  0.7143  0.09
H  2.7676  3.5201  1.7966  0.09
H  1.9766  2.9945  0.3000  0.05
H  0.3558  1.2518  3.3521  0.09
H  -0.0557  2.3474  2.0295  0.05
H  1.0549  2.8661  3.3055  0.10
H  1.6040  -3.9089  -1.7742  0.06
H  2.4630  -3.4430  -3.2251  0.10
H  0.9515  -2.6344  -2.8209  0.07
H  3.8476  -3.4168  -0.4407  0.07
H  4.6580  -1.8691  -0.7098  0.09
H  4.5449  -3.0553  -2.0225  0.10
H  2.1849  -0.3303  -2.9908  0.08
H  3.3922  -1.4407  -3.6375  0.10
H  3.8700  -0.2783  -2.4094  0.08
H  -1.1880  -2.4441  2.2161  0.09
H  0.3157  -2.9364  3.0289  0.09
H  -0.7733  -4.1485  2.3523  0.10
H  -1.5017  -2.7152  -0.1570  0.08
H  -1.0950  -4.4307  -0.0510  0.10
H  -0.3059  -3.4047  -1.2492  0.06
H  2.1319  -4.0524  1.7501  0.10
H  2.0472  -4.3060  0.0086  0.05
H  0.9657  -5.1937  1.0720  0.10
S  -1.0725  3.2031  -2.5692  0.65
C  -1.8581  4.2202  -1.4107  -0.78
N  -1.0959  4.9921  -0.5960  0.09
C  -1.6162  5.7481  0.3908  -0.01
C  -2.9646  5.7689  0.5581  0.00
C  -3.7145  5.0116  -0.3448  -0.07
N  -3.1831  4.2784  -1.3120  0.12
H  -0.0943  4.9460  -0.7327  0.15
H  -0.9199  6.3092  0.9962  0.15
H  -3.4266  6.3437  1.3457  0.13
H  -4.7969  5.0021  -0.2836  0.14

=====

Record 2
Density functional theory data (ωB97M-V/def2-TZVPD) for a molecular structure, C18H28F4HfN3O4S.

Calculated values
⟨S²⟩	2.01
LUMO (alpha / beta)	-5.96 / -6.58	eV
2S+1	3
frontier orbital gap (alpha / beta)	3.573 / 2.953	eV
net charge	+1

Last column: Mulliken spin population.
Atoms and positions in Å:
Hf  -17.6305  18.2164  13.5437  1.09
C  -21.8675  16.8787  14.6115  0.00
F  -21.9459  15.5481  14.8898  0.00
F  -23.0077  17.3481  14.0746  0.00
F  -21.6189  17.5632  15.7307  0.00
S  -20.4290  17.1107  13.3314  0.00
O  -19.1789  16.4541  13.7094  -0.03
O  -20.9118  16.7048  12.0347  0.00
O  -19.9301  18.4952  13.3266  -0.04
F  -17.8870  18.4496  11.2785  -0.04
C  -13.0865  19.1439  14.7414  0.00
C  -12.7124  19.1817  13.2839  -0.03
C  -11.4783  18.2201  13.0857  0.04
C  -10.9672  18.0648  11.7270  -0.01
C  -12.0599  17.5503  10.8015  0.02
C  -13.4299  18.3509  10.9321  -0.03
N  -13.8427  18.6706  12.3753  0.63
O  -15.1398  19.1836  12.6418  0.31
C  -13.2419  19.6295  10.1208  0.06
C  -14.5667  17.4274  10.2266  0.02
C  -12.2758  20.6098  12.9209  0.04
H  -13.3073  18.1037  14.9805  0.00
H  -14.0002  19.6986  14.9553  0.00
H  -12.2842  19.5198  15.3763  0.00
H  -10.7241  18.4475  13.8391  0.00
H  -11.8546  17.2322  13.3514  -0.01
H  -10.2648  17.2315  11.7095  0.00
H  -10.4198  18.9072  11.3041  0.00
H  -12.1964  16.4708  10.8654  0.00
H  -11.7017  17.7237  9.7867  0.00
H  -12.4835  20.3132  10.5022  0.00
H  -13.1248  19.2824  9.0942  0.00
H  -14.1773  20.1892  10.1233  0.00
H  -14.2305  17.0246  9.2712  0.00
H  -14.7614  16.5734  10.8755  0.00
H  -15.4555  18.0521  10.1380  -0.01
H  -11.9993  21.2466  13.7612  0.00
H  -13.1533  21.1304  12.5372  0.00
H  -11.4934  20.7192  12.1699  0.00
N  -17.8711  18.6392  8.5118  0.00
C  -17.0609  19.5835  7.9314  0.00
C  -17.3965  19.7207  6.5869  0.00
C  -18.3760  18.7173  6.3796  0.00
C  -18.7188  18.1161  7.5516  0.00
H  -18.0197  18.4272  9.4880  0.00
H  -16.3631  20.0247  8.6278  0.00
H  -16.8541  20.2923  5.8484  0.00
H  -18.7836  18.5458  5.3943  0.00
H  -19.5481  17.4954  7.8571  0.00
N  -22.2995  21.6253  10.0325  0.00
C  -22.0475  20.4389  10.6504  0.00
C  -20.7994  19.9494  10.0939  0.00
C  -20.5535  20.7728  8.9514  0.00
C  -21.4362  21.8507  9.0022  0.00
H  -23.0932  22.2215  10.2188  0.00
H  -22.7026  20.0174  11.3984  0.00
H  -20.2559  19.0226  10.2041  0.00
H  -19.7360  20.7628  8.2457  0.00
H  -21.5216  22.7525  8.4140  0.00

=====

Record 3
Density functional theory data (ωB97M-V/def2-TZVPD) for C3H5N3 in the gas phase.

Calculated values
LUMO	0.90	eV
SMILES	[H]/N=C1\CC=NN1
frontier orbital gap	9.613	eV
net charge	0

Last column: natural (NBO) charge in e.
Atoms and positions in Å:
C  0.6081  -0.5260  0.2641  0.42
C  -0.7878  -0.4057  -0.2337  -0.56
C  -0.9249  1.0377  -0.6268  0.01
H  0.9745  -2.3265  0.6835  0.34
H  -1.0454  -1.0498  -1.1300  0.25
H  -1.4638  -0.5511  0.6616  0.26
H  -1.6576  1.5319  -1.2087  0.21
H  1.8804  1.1523  0.6704  0.41
N  1.3749  -1.4273  0.6644  -0.69
N  0.0831  1.7398  -0.1880  -0.20
N  0.9586  0.8247  0.4432  -0.47

=====

Record 4
Density functional theory data (ωB97M-V/def2-TZVPD) for 2 unconnected molecules or ions with the total composition C34H35BF6O4S.

Calculated values
LUMO	-0.16	eV
SMILES	COc1ccc(C(B2OC(C)(C)C(C)(C)O2)c2ccc(OC)cc2)cc1.Cc1ccc(-c2cc(C(F)(F)F)cc(C(F)(F)F)c2)s1
frontier orbital gap	7.036	eV
net charge	0

Last column: Löwdin charge in e.
Atoms and positions in Å:
C  -3.2628  3.7849  -1.5987  -0.10
C  -2.0925  2.8710  -1.5353  -0.59
C  -1.9094  1.6688  -2.2113  -0.13
C  -0.5875  1.1516  -2.0733  -0.09
C  0.2418  1.9510  -1.2919  -0.45
B  -2.1873  -1.5287  1.3693  -0.54
C  1.6864  1.9466  -1.2095  -0.19
C  2.3905  2.9751  -0.5484  0.03
C  3.7686  2.9140  -0.3965  -0.10
C  4.4953  4.0393  0.2925  -0.50
F  5.1925  4.8297  -0.5828  0.12
F  3.6484  4.8561  0.9847  0.12
F  5.4221  3.5570  1.1893  0.10
C  4.5045  1.8432  -0.9105  0.06
C  3.8213  0.8681  -1.6325  -0.10
C  4.5573  -0.3191  -2.1877  -0.50
F  4.6973  -1.2969  -1.2251  0.11
F  3.8819  -0.9012  -3.2328  0.10
F  5.8061  -0.0224  -2.6399  0.13
C  2.4498  0.9369  -1.8333  0.04
O  -2.8585  -0.7108  2.2483  0.13
C  -4.0552  -0.3157  1.5194  -0.43
C  -5.1541  -0.3154  2.5641  -0.01
C  -3.8491  1.0984  0.9784  -0.01
C  -4.1939  -1.4058  0.3600  -0.44
C  -5.1845  -2.5248  0.6438  -0.02
C  -4.4830  -0.8648  -1.0315  0.00
O  -2.8995  -2.0479  0.3134  0.13
S  -0.6750  3.2985  -0.6465  1.11
H  -3.8931  3.5316  -2.4589  0.09
H  -3.8722  3.7526  -0.6828  0.07
H  -2.8982  4.8127  -1.7265  0.08
H  -2.6909  1.2177  -2.8266  0.11
H  -0.2506  0.2454  -2.5628  0.11
H  1.8572  3.8459  -0.1743  0.11
H  5.5787  1.7801  -0.7596  0.14
H  1.9732  0.2415  -2.5145  0.12
H  -6.1020  0.0288  2.1395  0.10
H  -5.2934  -1.3127  2.9905  0.09
H  -4.8718  0.3595  3.3797  0.10
H  -4.7359  1.4326  0.4223  0.10
H  -3.6792  1.8066  1.8014  0.10
H  -2.9771  1.1695  0.3119  0.08
H  -6.2094  -2.1428  0.6669  0.09
H  -5.1070  -3.2660  -0.1614  0.10
H  -4.9546  -3.0329  1.5886  0.10
H  -5.4642  -0.3706  -1.0517  0.10
H  -3.7249  -0.1476  -1.3727  0.06
H  -4.5016  -1.6995  -1.7462  0.10
C  2.4956  -5.4935  -3.0170  -0.06
O  1.5591  -5.6174  -1.9260  -0.10
C  1.0183  -4.5032  -1.3708  -0.28
C  0.1336  -4.7179  -0.2892  0.01
C  -0.4152  -3.6408  0.3668  -0.03
C  -0.0579  -2.3114  0.0511  -0.20
C  -0.5367  -1.2459  0.9786  -0.06
C  0.3634  -0.1104  1.3167  -0.18
C  -0.1249  1.0187  1.9981  -0.04
C  0.7342  1.9583  2.5348  0.00
C  2.1289  1.7419  2.5038  -0.29
O  2.9367  2.7274  3.0080  -0.12
C  4.1275  2.3481  3.7343  -0.06
C  2.6354  0.5975  1.8675  -0.01
C  1.7647  -0.2678  1.2358  -0.02
C  0.7980  -2.1057  -1.0388  -0.04
C  1.3273  -3.1758  -1.7618  0.00
H  2.7459  -6.5251  -3.2674  0.09
H  2.0356  -4.9915  -3.8786  0.09
H  3.3948  -4.9484  -2.6997  0.09
H  -0.0868  -5.7448  -0.0047  0.12
H  -1.0991  -3.8485  1.1879  0.12
H  -0.6359  -1.8018  1.9912  0.17
H  -1.2006  1.1277  2.1349  0.11
H  0.3713  2.8675  3.0113  0.12
H  4.3680  3.2329  4.3234  0.09
H  3.9438  1.4843  4.3870  0.10
H  4.9468  2.1375  3.0379  0.07
H  3.7172  0.4339  1.8449  0.12
H  2.2035  -1.1348  0.7368  0.12
H  1.0584  -1.0869  -1.3274  0.07
H  1.9945  -2.9928  -2.6077  0.10

=====

no.,F_max (eV Å⁻¹)
1,1.1
2,6.9
3,3.2
4,5.3